Record 1
C20H42NP3SYb as an isolated structure in a non-equilibrium geometry, computed with ωB97M-V with the def2-TZVPD basis set.

ORCA input file:
```
! wB97M-V def2-TZVPD RIJCOSX def2/J DEFGRID3
* xyz 3 2
Yb -2.57676 0.89299 -1.49355
P -0.31576 -0.09068 2.22382
P 0.93054 1.12215 0.88480
P 1.62634 -3.75892 -2.28497
H -3.80612 -1.59897 -4.94613
C -3.38232 -1.73276 -3.93602
C -4.54187 -1.76968 -2.92316
H -5.48818 -1.64280 -3.46798
C -2.06052 0.31604 2.07777
C 0.22047 0.23748 3.91393
C -0.06891 -1.83178 1.84773
C 0.21287 1.09337 -0.77742
C 0.96747 2.82766 1.44239
C 2.58578 0.43523 0.83189
C 2.27466 -5.31506 -3.02089
C 2.40241 -3.87194 -0.61627
C 2.75549 -2.54283 -3.07508
H -2.82300 -2.67587 -3.97577
H -4.61246 -2.74667 -2.40419
H -2.57738 -0.40054 1.42131
H -2.22754 1.34501 1.72766
H -2.49881 0.22575 3.08175
H 0.26705 1.31835 4.11491
H 1.20793 -0.20968 4.10064
H -0.51676 -0.22153 4.58978
H -0.50202 -2.09816 0.87436
H -0.57505 -2.42419 2.62305
H 0.99723 -2.09634 1.84932
H 1.03466 1.14862 -1.50479
H -0.43211 1.98456 -0.94216
H -0.30493 0.12738 -0.96559
H 1.76356 3.34169 0.88417
H 1.19311 2.88947 2.51614
H 0.01009 3.33224 1.24430
H 3.23658 1.16663 0.33432
H 2.61265 -0.50630 0.26635
H 2.96978 0.25644 1.84463
H 3.32124 -5.19571 -3.32376
H 1.65796 -5.53494 -3.90069
H 2.17083 -6.13859 -2.30415
H 3.45453 -4.17918 -0.69321
H 1.84349 -4.61559 -0.03179
H 2.33298 -2.90273 -0.10339
H 3.70589 -3.01480 -3.35651
H 2.93520 -1.69380 -2.40237
H 2.25244 -2.17143 -3.97870
C -2.23064 -1.79320 -1.44900
C -1.61799 -1.03601 -2.48769
C -2.55057 -0.52213 -3.57509
C -3.72709 0.29633 -3.10668
C -4.32900 -0.58922 -2.00852
C -3.38695 -1.14061 -0.93283
S -1.75443 -3.57458 -0.95533
H -1.16691 -3.87034 -2.06809
H -0.57883 -1.23791 -2.76449
H -2.00172 -0.08801 -4.42620
H -4.41884 0.73023 -3.81322
H -5.24045 -0.17106 -1.56940
H -3.84142 -1.42266 0.01878
C -1.69312 5.55954 1.97184
C -2.81775 5.31488 0.94421
C -2.70151 4.06449 0.21716
N -2.67077 3.08142 -0.41551
H -1.68231 4.77984 2.74537
H -1.83132 6.52217 2.47487
H -0.70791 5.57857 1.48460
H -3.79413 5.31806 1.45766
H -2.82415 6.13390 0.20580
*
```

The value obtained for the energy above the lowest of the compared OMol25 structures with the same formula, charge and spin is 3.018 eV. The calculation puts the HOMO energy (alpha / beta) at -14.981 / -14.984 eV. Its orbital gap (alpha / beta) is 0.22379 / 0.22380 hartree. As for the total energy: -3421.8199 Eh. As for the expectation value of S²: 0.75.

Record 2
C20H42NP3SeW as an isolated structure in a non-equilibrium geometry, computed with ωB97M-V with the def2-TZVPD basis set.

ORCA input file:
```
! wB97M-V def2-TZVPD RIJCOSX def2/J DEFGRID3
* xyz 4 3
W 0.18499 -0.11105 0.63403
P 2.52737 -0.06155 0.45047
P -0.55860 0.16021 2.87067
P -0.28500 2.14098 0.12181
H -1.24243 -1.11396 -5.89416
C -0.32952 -0.59541 -6.21392
C 0.73832 -0.39410 -5.41312
H 0.86801 -0.77328 -4.39369
C 3.44736 -1.62004 0.14696
C 3.32976 0.63061 1.96235
C 3.06033 1.03318 -0.91873
C -2.36404 -0.04852 3.01105
C 0.03682 -0.97972 4.16898
C -0.27053 1.75211 3.75310
C -0.15237 2.57014 -1.63591
C 0.73346 3.46286 0.85778
C -2.00815 2.62097 0.47970
H -0.33581 -0.23643 -7.25920
H 1.59106 0.13908 -5.85399
H 3.03215 -2.12150 -0.73610
H 3.33336 -2.28056 1.01404
H 4.52205 -1.44475 -0.02242
H 3.07906 -0.01552 2.81256
H 2.95611 1.64396 2.16114
H 4.42317 0.65786 1.85985
H 2.54739 0.72667 -1.83888
H 4.14793 0.96309 -1.07070
H 2.80817 2.07880 -0.71145
H -2.66102 0.07358 4.07334
H -2.65308 -1.05458 2.65977
H -2.89118 0.70026 2.39497
H -0.50466 -0.74260 5.10359
H 1.11951 -0.83247 4.31692
H -0.14674 -2.02932 3.88665
H -0.57535 1.60858 4.80259
H -0.85267 2.57181 3.31444
H 0.79655 2.01019 3.72055
H -0.41771 3.63130 -1.77878
H -0.83342 1.94237 -2.22106
H 0.87189 2.41169 -1.99304
H 0.40020 4.43084 0.45353
H 1.79126 3.32044 0.60270
H 0.64473 3.47776 1.94806
H -2.19035 3.63166 0.09111
H -2.21459 2.62824 1.55364
H -2.68899 1.91329 -0.00900
C -2.50416 -0.35399 -1.94261
C -1.72244 -0.27095 -3.08964
C -2.04221 0.66125 -4.05188
C -3.15158 1.51514 -3.92507
C -3.97233 1.36243 -2.80936
C -3.66588 0.41271 -1.81390
Se -1.73095 -1.64051 -0.62741
H -1.68431 -2.77928 -1.66071
H -0.86277 -0.95631 -3.19170
H -1.44686 0.71310 -4.93965
H -3.35008 2.23271 -4.72644
H -4.88167 1.98071 -2.75819
H -4.35853 0.26065 -0.97091
C 1.53890 -5.26107 2.74408
C 0.48881 -4.66193 1.76564
C 0.58767 -3.24434 1.53972
N 0.51047 -2.10522 1.27393
H 2.57398 -4.96882 2.48513
H 1.47593 -6.35683 2.69512
H 1.32287 -4.97316 3.78876
H 0.57284 -5.16778 0.79250
H -0.51251 -4.87568 2.16036
*
```

The value obtained for the energy above the lowest of the compared OMol25 structures with the same formula, charge and spin is 0.000 eV. The calculation puts the HOMO energy (alpha / beta) at -18.765 / -18.768 eV. Its orbital gap (alpha / beta) is 0.10381 / 0.14305 hartree. As for the total energy: -4332.9432 Eh. As for the expectation value of S²: 2.14.

Record 3
A 4-piece molecular cluster, C20H43ClN3O4 overall, computed with ωB97M-V with the def2-TZVPD basis set.

ORCA input file:
```
! wB97M-V def2-TZVPD RIJCOSX def2/J DEFGRID3
* xyz -1 1
C -1.99375 0.99855 -1.69369
C -0.82492 -0.00721 -1.66557
C 0.52320 0.61686 -1.28687
C 1.02710 1.81136 -2.13750
C 0.60269 1.70379 -3.60171
C 0.66912 3.15760 -1.48539
C 1.87049 3.60883 -0.68253
C 1.69709 4.99568 -0.09920
C 0.61658 5.10022 0.94866
Cl 3.28476 5.51229 0.67901
O 0.55221 4.16953 -2.56728
C -0.64517 4.88838 -2.58141
C -0.96981 5.30996 -4.00995
H -2.81623 0.67118 -1.04934
H -1.65293 1.97826 -1.35319
H -2.41366 1.11521 -2.69636
H -1.04958 -0.77903 -0.92550
H -0.74985 -0.54090 -2.61596
H 1.27785 -0.18115 -1.33154
H 0.46236 0.95694 -0.24788
H 2.13654 1.69518 -2.15919
H -0.46089 1.91203 -3.73590
H 1.15560 2.42247 -4.20485
H 0.81314 0.70236 -3.99378
H 2.80450 3.59558 -1.28978
H 2.03820 2.91732 0.15467
H 1.54448 5.71459 -0.90105
H 0.82795 4.42162 1.77798
H 0.54603 6.11424 1.34731
H -0.32689 4.80640 0.48813
H -0.55973 5.79019 -1.94571
H -1.44825 4.26888 -2.16544
H -2.01970 5.59795 -4.11238
H -0.78225 4.46399 -4.67446
H -0.33206 6.13281 -4.34087
C 4.25889 3.86647 3.65823
C 3.27100 2.81809 4.11264
O 2.20530 3.10309 4.62929
N 3.61853 1.51166 3.92440
C 4.81285 0.98752 3.30361
H 3.80932 4.83952 3.82745
H 5.19031 3.78924 4.22330
H 4.47748 3.77214 2.59543
H 2.91397 0.86104 4.23297
H 4.57260 0.40500 2.41200
H 5.37214 0.34926 3.99240
H 5.45875 1.80560 3.00095
C -3.09747 -4.42752 -0.36082
C -2.63731 -3.64043 -1.56712
O -1.50366 -3.21531 -1.66805
N -3.55642 -3.39535 -2.54778
C -4.93974 -3.80286 -2.59651
H -2.24708 -4.53111 0.30390
H -3.90336 -3.90394 0.15680
H -3.44209 -5.42581 -0.63054
H -3.19012 -2.84351 -3.30782
H -5.14153 -4.42916 -3.46890
H -5.60794 -2.93940 -2.63533
H -5.18539 -4.37771 -1.70848
C -0.10426 -6.14728 2.30603
C -1.20227 -7.12907 1.96250
O -1.68180 -7.18273 0.84499
N -1.64415 -7.95406 2.95389
C -1.19455 -8.02043 4.32604
H 0.12045 -5.57514 1.41093
H -0.41724 -5.46432 3.09685
H 0.79781 -6.66315 2.63772
H -2.37620 -8.58076 2.65926
H -0.79285 -9.00736 4.56473
H -2.00848 -7.80490 5.02111
H -0.40972 -7.28929 4.49248
*
```

The calculation puts the HOMO energy at -1.694 eV. Its orbital gap is 0.13396 hartree. As for the total energy: -1713.2592 Eh.